{
  "formula": "C29H21N2O6SY",
  "method": "the ωB97M-V functional and the def2-TZVPD basis",
  "elements": ["Y", "O", "C", "C", "O", "C", "C", "O", "C", "O", "O", "C", "C", "C", "C", "C", "C", "C", "C", "S", "C", "N", "C", "C", "C", "C", "C", "C", "C", "C", "H", "H", "H", "H", "H", "H", "H", "H", "H", "H", "H", "H", "H", "H", "H", "H", "O", "C", "N", "C", "C", "C", "C", "C", "C", "H", "H", "H", "H", "H"],
  "positions_angstrom": [[-0.333, 1.845, -0.261], [-4.668, -2.775, -1.421], [-3.842, -1.920, -1.187], [-2.534, -1.717, -1.927], [-2.136, -2.390, -2.863], [-1.863, -0.618, -1.231], [-2.654, -0.152, -0.148], [-2.219, 0.765, 0.626], [-3.912, -0.897, -0.070], [-4.819, -0.786, 0.737], [-0.708, -0.115, -1.456], [-1.276, -5.372, 2.567], [-1.345, -4.028, 1.840], [-2.701, -3.380, 2.153], [-1.233, -4.292, 0.333], [-0.229, -3.077, 2.273], [0.724, -3.427, 3.240], [1.729, -2.555, 3.624], [1.776, -1.303, 3.031], [2.900, -0.007, 3.279], [2.031, 0.957, 2.099], [1.006, 0.367, 1.569], [0.834, -0.922, 2.069], [-0.162, -1.815, 1.694], [2.454, 2.316, 1.745], [3.574, 2.899, 2.346], [3.953, 4.177, 1.980], [3.210, 4.854, 1.014], [2.103, 4.251, 0.432], [1.673, 2.959, 0.773], [-2.089, -6.008, 2.210], [-1.393, -5.256, 3.647], [-0.334, -5.890, 2.371], [-3.517, -4.006, 1.786], [-2.804, -2.403, 1.683], [-2.822, -3.242, 3.231], [-2.059, -4.921, -0.005], [-0.291, -4.796, 0.100], [-1.266, -3.372, -0.246], [0.690, -4.404, 3.703], [2.459, -2.848, 4.368], [-0.881, -1.501, 0.950], [4.149, 2.360, 3.094], [4.819, 4.643, 2.435], [3.505, 5.855, 0.718], [1.547, 4.798, -0.323], [-1.609, 3.598, -0.564], [-1.200, 3.936, -1.780], [-0.171, 3.098, -2.171], [0.380, 3.220, -3.427], [1.602, 2.587, -3.709], [2.194, 2.671, -4.959], [1.596, 3.398, -5.982], [0.385, 4.032, -5.718], [-0.219, 3.946, -4.475], [2.078, 2.021, -2.915], [3.134, 2.160, -5.136], [2.055, 3.459, -6.962], [-0.108, 4.596, -6.505], [-1.163, 4.431, -4.275]],
  "spin_multiplicity": 1,
  "total_charge": -2,
  "largest_force_ev_per_a": 0.45,
  "total_energy_ha": -2115.36307,
  "e_above_lowest_ev": 0.000
}


{
  "formula": "C14H16ClN5O3S2",
  "method": "the ωB97M-V functional and the def2-TZVPD basis",
  "elements": ["O", "C", "C", "S", "C", "N", "C", "N", "N", "N", "C", "C", "N", "S", "O", "O", "C", "C", "C", "C", "Cl", "C", "C", "C", "C", "H", "H", "H", "H", "H", "H", "H", "H", "H", "H", "H", "H", "H", "H", "H", "H"],
  "positions_angstrom": [[-2.783, -2.055, 1.866], [-2.758, -1.796, 0.681], [-4.078, -1.569, -0.049], [-4.308, 0.055, -0.855], [-3.602, 1.127, 0.313], [-2.588, 0.882, 1.113], [-2.420, 2.047, 1.771], [-3.258, 2.988, 1.417], [-4.021, 2.401, 0.486], [-1.624, -1.834, -0.051], [-1.458, -1.484, -1.441], [-0.736, -0.141, -1.558], [0.531, -0.203, -0.847], [1.353, 1.268, -0.999], [1.412, 1.572, -2.396], [0.800, 2.252, -0.111], [2.986, 0.804, -0.430], [3.704, -0.113, -1.174], [4.969, -0.488, -0.756], [5.491, 0.070, 0.405], [7.065, -0.393, 0.928], [4.770, 0.994, 1.149], [3.505, 1.361, 0.723], [0.347, -0.554, 0.551], [-0.355, -1.908, 0.643], [-4.222, -2.303, -0.842], [-4.873, -1.675, 0.691], [-1.661, 2.186, 2.512], [-4.754, 2.903, 0.011], [-2.414, -1.431, -1.958], [-0.843, -2.260, -1.910], [-0.510, 0.096, -2.598], [-1.364, 0.656, -1.140], [3.266, -0.512, -2.073], [5.550, -1.200, -1.320], [5.196, 1.418, 2.044], [2.911, 2.079, 1.267], [1.333, -0.600, 1.016], [-0.262, 0.203, 1.061], [-0.554, -2.163, 1.684], [0.259, -2.683, 0.175]],
  "spin_multiplicity": 1,
  "largest_force_ev_per_a": 1.11,
  "total_energy_ha": -2299.16358,
  "smiles": "O=C(CSc1ncn[nH]1)N1CCN(S(=O)(=O)c2ccc(Cl)cc2)CC1"
}


{
  "formula": "C5H11NOS2",
  "method": "the ωB97M-V functional and the def2-TZVPD basis",
  "elements": ["O", "C", "C", "C", "C", "N", "C", "S", "S", "H", "H", "H", "H", "H", "H", "H", "H", "H", "H", "H"],
  "positions_angstrom": [[1.030, 1.942, -0.378], [1.841, 1.151, 0.463], [1.197, -0.156, 0.907], [0.908, -1.104, -0.256], [-0.583, -1.270, -0.559], [-1.215, -0.012, -0.967], [-2.139, 0.644, -0.250], [-2.131, 2.283, -0.071], [-3.409, -0.293, 0.524], [0.245, 2.180, 0.057], [2.150, 1.708, 1.300], [2.720, 0.970, -0.155], [0.327, 0.044, 1.457], [1.895, -0.684, 1.556], [1.231, -2.102, -0.006], [1.446, -0.800, -1.127], [-0.708, -2.029, -1.311], [-1.081, -1.616, 0.342], [-0.560, 0.595, -1.457], [-3.163, -1.452, -0.068]],
  "spin_multiplicity": 1,
  "largest_force_ev_per_a": 2.29,
  "total_energy_ha": -1123.47038,
  "e_above_lowest_ev": 1.034,
  "smiles": "OCCCCNC(=S)S"
}


{
  "formula": "C2H6N",
  "method": "the ωB97M-V functional and the def2-TZVPD basis",
  "elements": ["C", "C", "N", "H", "H", "H", "H", "H", "H"],
  "positions_angstrom": [[-3.761, -0.170, 0.308], [-4.554, -0.802, -0.570], [-3.293, 0.944, 0.335], [35.264, 0.756, 0.190], [1.108, -0.657, 0.667], [1.056, 0.967, -0.496], [0.381, -0.184, -0.967], [0.662, -1.387, -0.376], [34.550, 0.702, 0.283]],
  "spin_multiplicity": 1,
  "total_charge": 1,
  "largest_force_ev_per_a": 4.77,
  "total_energy_ha": -133.61719,
  "e_above_lowest_ev": 17.807
}


{
  "formula": "C7H13BrN4",
  "method": "the ωB97M-V functional and the def2-TZVPD basis",
  "elements": ["C", "C", "C", "C", "C", "C", "C", "N", "N", "N", "N", "Br", "H", "H", "H", "H", "H", "H", "H", "H", "H", "H", "H", "H", "H"],
  "positions_angstrom": [[-1.743, -1.067, -0.869], [-0.884, -0.968, -1.981], [-1.326, -0.789, 0.395], [0.461, -1.222, -1.968], [0.940, -0.311, 0.203], [1.677, -2.547, -0.355], [-1.153, 3.336, 0.486], [1.096, -1.459, -0.742], [2.320, -2.781, 0.706], [-0.207, -0.006, 0.733], [-0.453, 2.673, 1.601], [1.455, -1.240, -3.612], [-2.804, -1.240, -1.016], [-1.200, -0.716, -3.042], [-1.926, -0.759, 1.367], [1.694, 0.409, 0.310], [1.687, -3.416, -0.960], [-2.085, 2.841, 0.199], [-1.327, 4.310, 0.852], [-0.525, 3.261, -0.364], [0.425, 3.233, 1.814], [2.737, -3.620, 1.013], [2.470, -2.118, 1.362], [-0.396, 1.653, 1.317], [-0.934, 2.542, 2.552]],
  "spin_multiplicity": 1,
  "total_charge": 2,
  "largest_force_ev_per_a": 3.98,
  "total_energy_ha": -3066.89381,
  "e_above_lowest_ev": 0.117
}


{
  "formula": "C19H29BrN2O6Rh",
  "method": "the ωB97M-V functional and the def2-TZVPD basis",
  "elements": ["Rh", "C", "N", "C", "C", "O", "C", "O", "C", "C", "O", "N", "C", "C", "H", "H", "H", "H", "H", "H", "H", "H", "H", "H", "H", "H", "H", "H", "H", "H", "Br", "C", "C", "C", "C", "C", "C", "C", "O", "O", "H", "H", "H", "H", "C", "C", "C", "C", "O", "H", "H", "H", "H", "H", "H", "H", "H", "H"],
  "positions_angstrom": [[0.859, -0.368, 0.510], [-1.525, -3.707, 4.014], [-1.512, -3.140, 2.671], [-1.933, -4.030, 1.590], [-0.969, -1.964, 2.373], [-0.892, -1.545, 1.203], [-0.481, -1.074, 3.511], [0.376, -0.067, 3.004], [0.033, 1.279, 3.265], [-0.576, 1.944, 2.028], [-0.590, 1.333, 0.946], [-1.067, 3.171, 2.157], [-1.035, 3.955, 3.383], [-1.677, 3.845, 1.013], [-2.403, -4.339, 4.118], [-0.637, -4.318, 4.185], [-1.580, -2.933, 4.774], [-2.860, -4.524, 1.874], [-2.093, -3.452, 0.687], [-1.170, -4.786, 1.399], [-1.352, -0.638, 4.007], [0.086, -1.654, 4.239], [-0.643, 1.349, 4.117], [0.965, 1.793, 3.512], [-0.373, 3.518, 4.126], [-0.671, 4.954, 3.149], [-2.038, 4.047, 3.804], [-1.812, 3.141, 0.201], [-2.645, 4.248, 1.312], [-1.042, 4.666, 0.677], [4.499, 1.924, -5.729], [3.313, 1.589, -4.318], [1.928, 1.808, -4.508], [1.051, 1.523, -3.523], [1.463, 0.930, -2.215], [2.958, 0.896, -2.045], [3.805, 1.169, -3.076], [3.568, 0.461, -0.738], [4.750, 0.632, -0.540], [2.770, -0.109, 0.132], [1.586, 2.230, -5.444], [0.005, 1.769, -3.653], [1.002, 1.534, -1.419], [4.868, 1.061, -2.914], [-0.004, -1.207, -4.083], [-0.149, -1.066, -2.569], [-0.164, -2.477, -1.969], [-1.418, -0.306, -2.184], [1.040, -0.464, -1.970], [-0.686, -1.982, -4.437], [1.015, -1.506, -4.328], [-0.236, -0.290, -4.617], [-1.097, -2.982, -2.215], [-0.065, -2.423, -0.884], [0.672, -3.057, -2.359], [-2.301, -0.870, -2.482], [-1.464, 0.674, -2.660], [-1.452, -0.166, -1.103]],
  "spin_multiplicity": 5,
  "total_charge": 1,
  "largest_force_ev_per_a": 1.11,
  "total_energy_ha": -3986.59856,
  "e_above_lowest_ev": 0.841
}


Repeat the third record exactly.
{
  "formula": "C5H11NOS2",
  "method": "the ωB97M-V functional and the def2-TZVPD basis",
  "elements": ["O", "C", "C", "C", "C", "N", "C", "S", "S", "H", "H", "H", "H", "H", "H", "H", "H", "H", "H", "H"],
  "positions_angstrom": [[1.030, 1.942, -0.378], [1.841, 1.151, 0.463], [1.197, -0.156, 0.907], [0.908, -1.104, -0.256], [-0.583, -1.270, -0.559], [-1.215, -0.012, -0.967], [-2.139, 0.644, -0.250], [-2.131, 2.283, -0.071], [-3.409, -0.293, 0.524], [0.245, 2.180, 0.057], [2.150, 1.708, 1.300], [2.720, 0.970, -0.155], [0.327, 0.044, 1.457], [1.895, -0.684, 1.556], [1.231, -2.102, -0.006], [1.446, -0.800, -1.127], [-0.708, -2.029, -1.311], [-1.081, -1.616, 0.342], [-0.560, 0.595, -1.457], [-3.163, -1.452, -0.068]],
  "spin_multiplicity": 1,
  "largest_force_ev_per_a": 2.29,
  "total_energy_ha": -1123.47038,
  "e_above_lowest_ev": 1.034,
  "smiles": "OCCCCNC(=S)S"
}